A molecular structure, C38H31P2PtSSi in a non-equilibrium geometry. Source: the OMol25 dataset; level of theory: ωB97M-V with the def2-TZVPD basis set.

XYZ file:
```
74
Properties=species:S:1:pos:R:3:lowdin_spin:R:1
H -0.73474 -4.87026 0.10994 0.001
H 5.97086 0.35849 3.28747 0.000
Pt 0.21431 -0.26922 -0.24439 0.431
C 2.19934 4.05885 -0.92832 -0.001
H -4.15952 -2.25802 0.20938 0.000
C -3.72587 -3.24045 0.08313 0.005
C 0.35719 2.79501 1.37015 0.012
H -3.95351 0.94876 -2.16438 0.001
H -0.43210 3.16668 4.64474 0.000
C 3.81512 2.26046 1.50068 0.001
H 5.70003 2.65972 2.43072 0.000
Si 1.69531 -1.28706 1.31711 0.040
H -1.76250 5.02416 3.70205 0.000
C 5.08972 0.62390 2.71899 0.000
H -2.64709 -3.00333 3.02887 0.000
H 2.25502 2.53412 -4.47419 0.000
C 2.45878 -2.85320 0.67163 0.001
H 1.69959 -0.99073 4.32795 0.000
C -1.69483 -2.56981 3.30979 0.006
H 3.21305 -2.64462 -0.08816 0.000
H 2.90910 5.85174 -1.85120 0.000
C -3.46767 0.80635 -1.20842 0.021
H -4.66231 -6.44266 -0.48295 0.000
H 1.53271 1.16513 -2.56654 0.003
C 2.97860 -0.00216 1.72376 0.008
C -4.55068 -4.32943 -0.14939 0.000
H 2.95391 -3.36676 1.50107 0.000
C 2.61536 4.82234 -2.00546 0.000
C 0.86215 -1.16589 -1.85355 0.145
H -0.41246 4.01979 -0.22833 0.000
H 1.71623 -3.53680 0.25864 0.001
C -2.23980 0.44831 1.26582 0.021
C 1.82058 2.72625 -1.11804 -0.001
C -1.16903 4.62990 1.67944 0.001
C 0.74929 -1.41999 4.03099 0.008
P -1.22283 -2.10044 0.58520 0.097
H 4.26379 -1.34274 2.82341 0.000
H -2.05051 -2.74254 5.41430 0.000
C 2.24876 2.95846 -3.47926 0.000
C -3.56880 1.78698 -0.22254 0.008
C 0.44855 -1.59652 2.68068 0.022
C 2.83800 1.30336 1.24477 0.009
H -4.13624 2.68658 -0.42056 0.000
H -3.02162 2.36948 1.77216 0.000
C -1.80512 -4.71631 0.03247 0.004
C 4.93715 1.91745 2.23862 0.000
C -2.77027 -0.36229 -0.96193 0.001
H 2.14573 4.51250 0.05327 0.000
C -0.43074 3.34706 3.57801 0.000
H 0.09504 -1.70688 6.05163 0.000
C 4.12036 -0.33245 2.45635 0.001
H 2.96666 4.87280 -4.12040 0.000
C -4.01025 -5.60014 -0.29623 0.003
H -2.21991 -6.78698 -0.31274 0.000
C -2.95143 1.61137 1.00469 0.011
C -2.16399 -0.56200 0.29451 0.010
H -1.74681 5.44651 1.26701 0.000
C -1.17924 4.39078 3.04693 0.005
C -0.41408 3.82714 0.83714 0.003
C 1.83827 2.18848 -2.40166 0.003
P 1.34372 1.71954 0.30260 0.040
C 2.64393 4.27225 -3.28075 0.000
C -0.80097 -2.13304 2.33797 0.028
C -2.34820 -3.43704 0.17780 0.013
C -2.63808 -5.79606 -0.20169 0.000
H -5.62066 -4.18456 -0.21120 0.000
H 3.71873 3.26798 1.12034 0.000
H -2.71002 -1.13298 -1.72178 0.000
H -1.80066 0.29417 2.24427 0.000
C 0.34128 2.55353 2.74433 0.005
C -0.15225 -1.82905 5.00542 0.000
H 0.94519 1.75802 3.16698 0.000
C -1.36093 -2.41593 4.64763 0.007
S 1.42567 -1.76267 -3.12064 0.024
```

Molar mass in g/mol: 804.84
<S²>: 0.76
Net charge: +2
HOMO level (spin up / spin down) in eV: -13.47 / -13.90
LUMO energy (spin up / spin down) in eV: -6.833 / -7.670
Multiplicity: 2
Frontier orbital gap (spin up / spin down) in eV: 6.64 / 6.23